1.
Here is C2H5ClN2O2 as an isolated structure in a non-equilibrium geometry from OMol25. Energies are from ωB97M-V/def2-TZVPD.

Atoms and positions in Å:
C  -1.377908  0.224346  0.060603
C  1.772596  0.857340  -0.360838
N  -2.079969  -0.825883  0.246374
N  0.245800  -0.414823  0.916299
O  -1.458049  1.403058  -0.156943
O  1.329518  0.320756  0.865871
Cl  0.635472  -1.977277  0.012740
H  2.403107  1.625826  -0.314517
H  0.819191  1.184310  -0.856026
H  2.211201  0.022805  -0.929154
H  -1.445372  -1.650538  0.419319
H  -3.055589  -0.769918  0.096268

Atomic forces in eV per Å
3.801 3.422 1.448
-4.520 -3.656 -2.417
0.854 -1.832 0.101
-1.959 0.114 -1.347
-0.271 -2.144 -0.015
1.095 1.407 1.818
-0.061 -0.499 -0.136
2.566 2.990 1.112
1.147 -0.098 -0.139
-0.017 0.367 -0.063
-1.698 0.483 -0.227
-0.937 -0.554 -0.135

## Properties
**ΔE to the lowest compared entry with this formula, charge and spin**: 39.0 kcal per mole
**Kohn-Sham gap**: 9.358 eV
**HOMO energy**: -8.8380 eV
**DFT total energy**: -799.24194 Eh

natural (NBO) population analysis, charges in e, atoms 1 to 2: 0.83, -0.27



2.
Here is C9H19F6HgNO10S5 as an isolated structure in a non-equilibrium geometry from OMol25. Energies are from ωB97M-V/def2-TZVPD.

Atoms and positions in Å:
Hg  -2.679535  5.251416  -29.000001
O  -1.627974  4.816388  -25.020690
C  -2.263792  5.018240  -26.198596
O  -2.396131  6.117565  -26.727270
O  -2.590495  4.146022  -27.000470
H  -1.532003  5.720164  -24.711531
C  -4.835561  6.671149  -32.227215
F  -4.952909  5.352043  -31.996067
F  -4.998038  6.853178  -33.512265
F  -5.718333  7.309108  -31.452328
S  -2.933704  7.105108  -31.676060
O  -2.211553  5.869207  -31.976140
O  -2.518207  8.242749  -32.511152
N  -3.049050  7.221865  -29.876354
S  -3.187781  8.762267  -29.623578
O  -1.827491  9.361978  -29.653799
O  -4.138108  9.464021  -30.480616
C  -3.958528  8.811258  -27.836963
F  -2.943661  8.955368  -26.926252
F  -4.780968  9.809077  -27.795906
F  -4.657287  7.753497  -27.626778
C  -6.868334  5.039783  -27.200251
S  -6.116285  4.051992  -28.490677
O  -4.999600  4.951508  -29.083206
C  -7.511224  4.058322  -29.671345
H  -7.922688  4.914281  -26.953888
H  -6.755627  6.054318  -27.582519
H  -6.239643  5.013122  -26.310233
H  -7.058448  4.161615  -30.657468
H  -8.097503  4.966855  -29.533725
H  -8.149336  3.178922  -29.584360
C  1.556073  3.982311  -27.533566
S  0.893519  4.537845  -29.185581
O  -0.553024  4.882700  -28.939950
C  0.830626  2.992727  -30.176528
H  0.701428  3.581797  -26.988337
H  1.767206  4.816512  -26.864519
H  2.380047  3.294926  -27.725081
H  0.447364  2.090385  -29.700085
H  1.844430  2.848215  -30.549908
H  0.133742  2.986278  -31.014624
C  -3.028931  0.843230  -30.208650
S  -3.432964  2.408138  -31.020922
O  -2.724873  3.467754  -30.281898
C  -2.441394  2.100806  -32.534255
H  -3.128506  1.037939  -29.140817
H  -1.971703  0.607498  -30.330336
H  -3.700307  0.086417  -30.614349
H  -2.783109  1.291849  -33.179942
H  -1.413019  1.821030  -32.305623
H  -2.284402  3.009637  -33.115179

Atomic forces in eV per Å
-0.921 0.907 1.155
-0.892 -0.196 -0.423
0.450 0.697 -2.732
0.657 5.124 2.154
-0.454 -6.247 0.659
0.263 0.308 0.409
1.692 -0.355 2.001
-0.176 0.109 0.010
-0.234 0.683 -0.054
0.325 -0.238 -1.066
0.220 -0.324 -1.721
-0.958 0.844 1.060
-1.012 -1.556 2.258
-0.448 -0.971 -4.385
2.529 4.525 0.188
-2.597 -0.974 0.973
0.145 -1.219 1.118
2.897 0.379 -0.933
-1.523 -0.108 -0.943
-0.410 1.709 0.298
-0.564 -2.016 0.634
0.396 1.197 0.157
1.027 0.188 -0.629
-2.565 -1.043 0.644
0.331 0.929 -0.083
0.131 -0.638 -0.229
-0.065 0.165 -0.119
-0.048 -0.355 -0.031
0.064 -0.393 0.003
-0.056 -0.024 0.143
0.293 -0.032 0.105
-1.168 -0.076 -0.549
-0.930 -0.137 0.069
2.173 -0.134 0.169
0.284 -0.653 0.293
-0.069 -0.875 -0.412
0.678 0.435 -0.785
-0.061 0.089 0.370
0.461 0.124 0.966
-0.016 -0.199 -0.002
0.116 1.366 -0.117
0.400 0.563 0.157
-0.183 -0.954 -1.283
0.872 -0.596 -0.215
0.852 0.124 -0.177
-0.587 -0.156 -0.001
-0.066 -0.119 -0.387
0.135 -0.098 0.269
-0.644 0.126 0.199
0.003 -0.129 0.701
-0.745 0.221 0.112

## Properties
**ΔE to the lowest compared entry with this formula, charge and spin**: 70.8 kcal per mole
**Kohn-Sham gap**: 8.243 eV
**HOMO energy**: -8.2885 eV
**DFT total energy**: -3904.82406 Eh

natural (NBO) population analysis, charges in e, atoms 1 to 2: 1.73, -0.69



3.
Here is one molecule with the formula C4H5NO in a non-equilibrium geometry from OMol25. Energies are from ωB97M-V/def2-TZVPD.

Atoms and positions in Å:
C  -1.298973  -0.364917  -0.122590
C  0.168766  -0.031428  -0.402254
C  1.169613  -0.444182  0.577644
O  0.699281  -0.662883  -1.456317
C  0.408498  1.456854  -0.225006
N  0.687938  2.570212  -0.076227
H  -1.907615  0.090360  -0.910131
H  -1.456116  -1.448629  -0.142466
H  -1.603177  0.040206  0.846777
H  2.220614  -0.272921  0.398255
H  0.911169  -0.932676  1.512315

Atomic forces in eV per Å
0.031 0.026 -0.001
-0.586 1.586 0.939
0.515 -1.339 0.502
0.573 -0.406 0.201
-0.260 1.110 -1.188
-0.252 -0.848 0.050
0.077 -0.085 0.182
0.166 0.210 0.019
-0.001 -0.024 -0.133
-0.136 0.272 -0.245
-0.126 -0.502 -0.327

## Properties
**ΔE to the lowest compared entry with this formula, charge and spin**: 100.0 kcal per mole
**Kohn-Sham gap (alpha / beta)**: 9.945 / 8.112 eV
**HOMO energy (alpha / beta)**: -11.2850 / -9.9358 eV
**DFT total energy**: -285.25528 Eh

natural (NBO) population analysis, charges in e, atoms 1 to 2: -0.61, 0.06



4.
Here is a 2-piece molecular cluster, C7H15NO2 overall in a non-equilibrium geometry from OMol25. Energies are from ωB97M-V/def2-TZVPD.

Atoms and positions in Å:
C  -0.339404  0.910016  -0.697839
C  1.866154  0.135380  -1.616898
C  1.926768  1.419786  0.386734
C  -1.066506  2.021805  0.027175
N  1.213341  1.146962  -0.838644
H  -0.673725  -0.082254  -0.336631
H  -0.611886  0.884680  -1.752469
H  2.914464  1.807972  0.132401
H  1.772406  -0.850174  -1.104525
H  1.396998  0.064811  -2.599778
H  2.923476  0.377023  -1.753576
H  1.420193  2.189236  0.969465
H  2.077897  0.524996  1.004147
H  -2.133536  1.960584  -0.184295
H  -0.939319  1.948389  1.106291
H  -0.694072  2.985743  -0.316120
C  -2.084671  -2.565614  0.397306
C  -1.466178  -1.467598  1.211596
C  0.046657  -1.385375  1.133140
O  -2.083691  -0.696584  1.911748
O  0.738172  -2.094572  0.418272
H  0.472382  -0.687842  1.874823
H  -1.961856  -3.500067  0.944096
H  -3.141917  -2.375484  0.239213
H  -1.572147  -2.671820  -0.555633

Atomic forces in eV per Å
2.157 0.238 -1.131
-0.366 -1.006 0.181
-0.092 -0.001 0.015
0.299 -0.144 -0.035
-2.549 0.507 0.742
0.578 0.508 -0.061
-0.308 0.142 -0.073
0.042 -0.003 0.010
0.413 0.326 -0.570
0.034 -0.034 -0.041
-0.106 0.027 0.048
-0.036 -0.082 0.028
0.059 -0.029 0.184
-0.019 -0.006 0.021
-0.008 0.054 0.053
-0.031 0.064 0.024
-0.151 0.176 -0.034
-0.891 -0.240 -0.226
1.501 -1.110 0.025
0.552 -0.261 -0.172
-1.198 0.891 1.100
0.066 0.127 -0.165
0.019 -0.117 -0.004
-0.049 0.019 0.096
0.085 -0.044 -0.016

## Properties
**ΔE to the lowest compared entry with this formula, charge and spin**: 62.0 kcal per mole
**SMILES string**: CC(=O)C=O.CCN(C)C
**Kohn-Sham gap**: 7.629 eV
**HOMO energy**: -8.2905 eV
**DFT total energy**: -480.88665 Eh

natural (NBO) population analysis, charges in e, atoms 1 to 2: -0.20, -0.42



5.
Here is C44H34N9OPPd as an isolated structure in a non-equilibrium geometry from OMol25. Energies are from ωB97M-V/def2-TZVPD.

Atoms and positions in Å:
Pd  -0.983810  -0.746139  -1.778333
C  8.206087  -0.685044  8.410006
O  8.258789  -0.759968  6.922638
C  7.255847  -0.753216  6.185205
C  5.882252  -0.669459  6.680750
C  4.883760  -0.668627  5.798908
C  5.158565  -0.748446  4.361671
C  6.538522  -0.834867  3.889456
C  7.542000  -0.836766  4.760390
C  4.183801  -0.744922  3.430720
N  4.433784  -0.814420  2.081243
C  3.280970  -0.793946  1.503019
C  2.194976  -0.701180  2.491915
N  2.787779  -0.671606  3.669945
C  0.818147  -0.665917  2.120677
C  -0.253685  -0.581163  3.031548
C  -1.535214  -0.587707  2.553769
C  -1.726530  -0.681779  1.179983
N  -0.723430  -0.751392  0.295900
C  0.550925  -0.739922  0.736583
C  1.643446  -0.828284  -0.269851
N  1.257648  -0.875459  -1.535739
C  2.190728  -0.957030  -2.487936
C  3.552594  -0.996855  -2.216473
C  3.961531  -0.943708  -0.900235
C  2.984132  -0.855320  0.092902
H  9.234844  -0.717418  8.733598
H  7.658799  -1.536283  8.799751
H  7.742523  0.247549  8.712226
H  5.679368  -0.609480  7.742239
H  3.870091  -0.608438  6.177055
H  6.730529  -0.897760  2.826704
H  8.578510  -0.899052  4.447956
H  2.330978  -0.622079  4.570502
H  -0.073993  -0.520106  4.101345
H  -2.390350  -0.533138  3.215181
H  -2.726566  -0.702691  0.774645
H  1.834618  -1.007156  -3.508730
H  4.266219  -1.071814  -3.027533
H  5.009965  -0.968321  -0.626651
N  -1.530285  -1.069589  -5.946971
C  -0.924294  -0.372866  -5.005033
N  -1.152448  -0.970773  -3.843975
C  -1.954643  -2.055771  -4.170434
N  -2.193773  -2.139288  -5.442361
C  -2.460469  -3.010053  -3.168421
C  -3.264865  -4.091942  -3.494559
N  -3.745184  -4.900508  -2.549192
C  -3.402585  -4.634388  -1.284177
C  -2.581063  -3.567187  -0.967704
N  -2.113920  -2.751004  -1.912683
H  -1.548915  -0.892302  -6.940377
H  -0.339300  0.517257  -5.182200
H  -3.525978  -4.290452  -4.527577
H  -3.792000  -5.289509  -0.512461
H  -2.284524  -3.376904  0.056059
C  -3.170244  2.750978  2.505314
C  -4.105747  1.938161  1.881714
C  -3.873431  1.468653  0.591782
C  -2.699536  1.819455  -0.076107
C  -1.754597  2.629695  0.558608
C  -1.999195  3.105157  1.841788
P  -2.338769  1.206553  -1.732082
C  -3.886617  0.782663  -2.535048
C  -4.522780  -0.409122  -2.177194
C  -5.743723  -0.745599  -2.740588
C  -6.332542  0.104353  -3.670328
C  -5.704071  1.285506  -4.031766
C  -4.474444  1.624502  -3.478345
C  -1.553407  2.562355  -2.612220
C  -2.143887  3.827787  -2.588638
C  -1.582155  4.867289  -3.315336
C  -0.426200  4.656396  -4.056132
C  0.189834  3.412933  -4.048932
C  -0.371752  2.367629  -3.326081
H  -3.363589  3.129194  3.502804
H  -5.034753  1.695588  2.384315
H  -4.629094  0.872117  0.092586
H  -0.844981  2.913226  0.038178
H  -1.290925  3.777641  2.312369
H  -4.066479  -1.067862  -1.448712
H  -6.241264  -1.665444  -2.456233
H  -7.283616  -0.159064  -4.116646
H  -6.173142  1.953342  -4.743256
H  -3.987121  2.542208  -3.780654
H  -3.043561  4.001897  -2.006472
H  -2.046650  5.845017  -3.300856
H  -0.001027  5.468679  -4.633911
H  1.111604  3.266934  -4.600541
H  0.112947  1.405789  -3.288281

Atomic forces in eV per Å
-0.280 0.733 0.286
-0.076 0.004 0.020
0.914 0.020 1.256
-0.783 0.003 -0.626
0.443 -0.015 0.127
-0.114 -0.026 -0.482
0.383 0.011 0.550
-0.353 0.009 -0.127
0.251 0.010 0.431
-0.130 0.026 0.044
-0.197 -0.001 0.250
-0.423 0.010 -0.104
-0.075 0.013 -0.238
0.191 -0.043 -0.480
-0.155 -0.038 -0.012
0.354 0.021 0.106
-0.132 -0.081 0.060
0.020 -0.155 -0.138
0.291 0.514 -0.447
0.021 -0.103 0.103
-0.501 0.120 0.363
0.336 -0.414 -0.682
-0.118 -0.035 0.094
0.083 0.028 -0.015
0.037 0.015 0.138
0.201 0.016 0.034
0.187 -0.016 -0.130
-0.034 -0.173 -0.149
-0.020 0.161 -0.165
0.124 -0.009 -0.041
0.004 -0.001 -0.127
-0.113 0.012 0.060
-0.041 0.006 0.134
0.055 0.004 -0.007
-0.029 0.007 -0.112
0.040 0.008 -0.070
0.029 -0.070 -0.033
-0.043 -0.008 0.001
-0.042 0.006 0.057
-0.053 -0.009 -0.049
-0.324 -0.430 -0.228
0.122 0.047 0.173
-0.751 -0.205 0.970
0.167 -0.009 0.179
0.263 0.439 -0.392
0.176 0.414 -0.217
-0.290 -0.333 0.251
0.250 0.310 0.032
-0.220 -0.186 -0.469
0.173 0.130 -0.075
0.150 -0.436 0.337
-0.002 -0.006 -0.113
-0.147 -0.074 0.001
-0.042 -0.065 0.043
0.015 0.013 -0.073
0.002 0.025 0.023
0.033 0.042 0.065
-0.074 -0.093 -0.113
-0.176 0.225 0.056
0.042 -0.027 0.091
0.031 0.036 0.180
0.112 -0.062 -0.121
0.435 -0.558 -0.477
-0.083 0.081 -0.096
-0.145 0.037 -0.036
0.049 -0.048 0.042
-0.059 -0.046 -0.020
0.090 0.079 -0.041
-0.113 -0.013 -0.009
0.046 0.060 0.056
-0.040 0.082 -0.020
-0.068 0.012 0.054
0.002 0.067 -0.038
0.026 -0.111 0.015
-0.066 0.320 0.034
-0.005 0.013 -0.080
0.047 -0.008 -0.032
0.007 0.029 0.031
-0.058 0.045 0.016
-0.030 -0.061 -0.022
0.005 -0.068 0.023
0.032 0.042 -0.011
0.026 0.022 0.046
0.040 -0.044 -0.011
-0.044 -0.024 0.004
0.049 0.013 -0.044
0.006 -0.033 -0.013
-0.006 -0.045 0.062
-0.052 -0.010 0.028
0.148 -0.146 0.058

## Properties
**ΔE to the lowest compared entry with this formula, charge and spin**: 11.1 kcal per mole
**Kohn-Sham gap**: 3.665 eV
**HOMO energy**: -17.1955 eV
**DFT total energy**: -2733.09289 Eh
**Charge**: +4

Mulliken population analysis, charges in e, atoms 1 to 2: -0.11, -0.82



6.
Here is C11H14N6OSeTl as an isolated structure in a non-equilibrium geometry from OMol25. Energies are from ωB97M-V/def2-TZVPD.

Atoms and positions in Å:
Tl  0.688761  0.229562  0.177922
N  0.094832  -2.922941  1.661254
C  -0.980200  -2.801801  0.874398
N  -1.884128  -3.790282  0.856348
C  -2.875466  -3.622171  -0.004619
N  -3.855078  -4.575780  -0.020527
N  -3.020987  -2.595782  -0.843260
C  -2.104487  -1.636996  -0.706989
N  -1.102147  -1.660360  0.157320
C  -2.225622  -0.474720  -1.608482
C  -3.293479  -0.383771  -2.502821
C  -3.386536  0.711577  -3.335353
C  -2.397879  1.687040  -3.272899
C  -1.365070  1.506993  -2.370760
N  -1.283019  0.470624  -1.548253
H  0.242293  -3.855710  2.012403
H  0.950384  -2.505835  1.225553
H  -3.613174  -5.449038  0.414409
H  -4.420399  -4.611369  -0.850007
H  -4.012994  -1.188700  -2.518528
H  -4.214296  0.813379  -4.025470
H  -2.419574  2.554498  -3.918023
H  -0.559780  2.231348  -2.292780
C  1.000640  0.564878  3.865714
O  0.686879  1.798227  3.230573
C  -0.234153  1.725918  2.273515
C  -0.463392  3.139086  1.793326
H  2.084013  0.443226  3.865904
H  0.536008  -0.265518  3.333431
H  0.639708  0.597848  4.895306
H  -0.839673  3.729920  2.634599
H  -1.199963  3.145218  0.990978
H  0.455514  3.618176  1.441306
Se  2.269428  -2.014757  -0.636467

Atomic forces in eV per Å
1.560 -0.517 -0.211
0.079 0.121 0.002
-0.089 -0.047 0.173
-0.069 -0.100 -0.054
0.105 0.055 0.153
-0.032 -0.049 0.015
-0.159 0.162 -0.278
0.278 -0.720 0.723
-0.465 0.099 -0.331
-0.101 0.736 -0.484
0.019 -0.255 0.186
0.133 0.219 -0.020
-0.133 -0.175 -0.062
0.110 0.164 0.096
-0.386 -0.482 -0.248
-0.095 -0.057 0.004
0.119 0.043 -0.131
0.013 -0.006 -0.024
-0.002 0.016 -0.010
-0.052 0.048 -0.003
-0.001 -0.040 -0.014
0.015 0.018 0.012
-0.008 -0.001 0.025
0.091 -0.206 0.114
0.194 0.105 -0.300
-0.646 -0.142 0.510
0.258 -0.022 -0.252
-0.012 0.035 -0.033
-0.038 0.053 0.005
-0.015 0.009 -0.019
-0.047 -0.063 0.050
0.011 0.014 -0.028
-0.028 0.068 0.043
-0.610 0.918 0.389

## Properties
**ΔE to the lowest compared entry with this formula, charge and spin**: 19.3 kcal per mole
**Kohn-Sham gap**: 4.435 eV
**HOMO energy**: -2.0222 eV
**DFT total energy**: -3405.26664 Eh
**Charge**: -1

natural (NBO) population analysis, charges in e, atoms 1 to 2: 0.56, -0.82